Record 1
Formula: C47H82BBr2N10O3S
Source: OMol25
Level of theory: wB97M-V/def2-TZVPD

## Properties
Total charge: -1
2S+1: 1
Orbital gap, eV: 6.561
E, hartree: -8183.7166
LUMO energy, eV: 1.50
HOMO, eV: -5.06

XYZ file:
```
146
Properties=species:S:1:pos:R:3:lowdin_charge:R:1
Br 3.340 -4.232 2.258 0.481
Br 5.990 -2.458 0.813 0.553
S 0.967 5.062 -2.550 0.575
O 2.777 0.096 -0.665 -0.053
O 6.591 4.619 -1.964 -0.166
O 5.096 -0.022 -0.713 -0.121
N -1.682 1.676 3.504 0.119
N -5.394 5.889 -0.562 0.083
N 1.324 -7.238 -0.676 0.103
N -7.592 -0.557 1.439 0.101
N 7.389 1.662 6.006 0.100
N -3.529 3.592 -4.445 0.097
N 2.859 8.581 -2.919 0.090
N -9.029 -3.046 5.568 0.085
N 1.289 -13.068 -1.042 0.065
N -4.472 -5.139 -2.684 0.103
C 5.472 3.635 -2.151 -0.233
C -3.040 -1.271 0.021 -0.203
C -8.200 0.159 4.056 -0.074
C -6.844 -3.924 4.088 -0.072
C -2.315 -2.678 0.476 -0.210
C 2.367 2.254 -2.145 -0.148
C -2.898 -0.062 1.155 -0.220
C 2.571 -7.174 -0.851 -0.190
C -4.891 1.260 -0.064 -0.220
C -0.568 -3.798 -1.343 -0.206
C 3.850 8.183 -3.590 -0.214
C 4.124 -1.651 0.902 -0.411
C -3.332 6.094 -2.416 -0.074
C 2.939 -0.182 -3.070 -0.135
C 5.044 7.703 -4.400 -0.078
C 4.074 -7.096 -1.061 -0.065
C -4.459 5.982 -1.403 -0.189
C -7.867 -0.232 2.626 -0.194
C 5.018 1.265 2.376 -0.331
C -5.792 2.616 0.271 -0.257
C 7.065 0.791 6.857 -0.206
C -5.188 -7.061 -0.806 -0.083
C 6.674 -0.260 7.884 -0.082
C 1.453 -1.836 1.591 -0.137
C 5.680 2.264 -1.278 -0.080
C -4.633 3.015 -4.251 -0.174
C 0.804 -10.330 -0.976 -0.107
C -5.720 3.073 1.855 -0.143
C 1.277 -2.342 -2.739 -0.197
C 1.069 -11.826 -1.012 -0.217
C -8.038 -3.444 4.897 -0.207
C 2.992 -2.400 1.515 -0.636
C -2.118 -3.769 -0.731 -0.220
C 2.345 4.480 -3.736 -0.525
C 4.618 0.612 3.861 -0.121
C 2.506 2.840 -3.670 -0.258
C -3.333 1.369 0.435 -0.210
C -4.796 -6.010 -1.832 -0.203
C -5.964 2.320 -4.018 -0.072
C -0.352 -2.626 -2.491 -0.208
C 3.242 0.904 -1.836 -0.316
C 4.880 0.950 -1.836 -0.169
C 1.373 -0.711 -3.081 -0.192
C -2.167 4.414 3.571 -0.076
C 5.289 2.885 2.690 -0.130
C -1.902 2.917 3.535 -0.195
C 3.724 1.013 1.382 -0.081
B 3.957 -0.145 0.239 -0.968
H -7.402 0.784 4.467 0.076
H 0.373 -10.005 -1.927 0.076
H 6.333 5.112 -1.110 0.105
H -4.891 1.151 -1.240 0.096
H -0.887 -1.636 -2.114 0.090
H -1.232 4.954 3.741 0.075
H -2.866 4.649 4.378 0.075
H -1.812 0.048 1.582 0.083
H 5.486 2.533 -0.155 0.098
H -6.824 -5.017 4.065 0.075
H 5.970 0.718 1.958 0.131
H -2.917 -3.159 1.359 0.103
H 2.654 3.053 -1.313 0.097
H -3.471 5.356 -3.212 0.008
H -0.829 -2.944 -3.532 0.117
H -4.943 2.412 2.468 0.071
H 7.549 -0.855 8.160 0.072
H 0.774 -2.688 2.073 0.071
H 3.451 0.555 4.026 0.077
H -4.197 -1.485 -0.064 0.106
H 0.219 -3.686 -0.465 0.098
H -5.587 -6.577 0.090 0.070
H -3.622 -0.248 2.056 0.104
H 1.930 -2.642 -1.799 0.110
H 5.910 -0.922 7.467 0.076
H 5.251 3.469 -3.288 0.111
H 5.172 0.612 -2.921 0.152
H -2.599 4.739 2.620 0.067
H 1.739 -9.790 -0.806 0.038
H -2.326 -4.851 -0.291 0.095
H -9.139 0.719 4.081 0.078
H -5.917 -3.560 4.540 0.081
H 5.064 6.610 -4.422 0.063
H 2.081 4.739 -4.859 0.087
H -2.603 -0.889 -0.995 0.101
H -5.951 -7.723 -1.223 0.071
H 0.941 -0.613 -4.185 0.113
H 4.304 -6.377 -1.852 0.082
H 6.275 0.224 8.779 0.071
H 2.744 0.803 1.979 0.091
H 0.685 -0.133 -2.330 0.099
H 3.559 2.046 0.807 0.105
H 4.564 -6.778 -0.137 0.072
H 1.644 -2.983 -3.677 0.113
H 0.105 -10.095 -0.169 0.075
H 1.103 -1.665 0.470 0.082
H 6.843 2.000 -1.349 0.141
H -4.313 -7.656 -0.529 0.075
H 1.224 1.953 -1.980 0.119
H 5.013 1.378 4.685 0.037
H 4.242 3.431 2.830 0.087
H 4.975 8.080 -5.424 0.073
H -6.914 2.323 0.043 0.095
H 3.525 2.449 -4.151 0.104
H 5.996 3.025 3.641 0.065
H 4.520 4.183 -1.684 0.110
H 3.342 5.046 -3.430 0.050
H -2.371 5.912 -1.927 0.066
H -6.432 2.705 -3.107 0.070
H 3.297 0.201 -4.116 0.097
H -1.256 -2.396 0.897 0.082
H -6.633 2.499 -4.864 0.074
H 4.461 -8.077 -1.350 0.072
H 1.635 5.401 -1.343 -0.114
H -5.304 4.169 1.889 0.055
H 1.651 2.378 -4.361 0.122
H -8.303 -0.737 4.674 0.029
H -6.913 -3.547 3.063 0.072
H 1.329 -0.850 2.212 0.083
H -3.122 2.310 1.110 0.078
H -3.324 7.095 -2.856 0.078
H -5.523 3.500 -0.450 0.053
H 5.171 -0.399 4.075 0.073
H -2.659 1.480 -0.542 0.115
H -6.802 2.998 2.309 0.065
H 5.971 8.067 -3.948 0.076
H 5.827 3.438 1.809 0.049
H -5.460 0.333 0.371 0.066
H -5.808 1.243 -3.910 0.078
H 3.605 -1.141 -2.821 0.136
H -0.349 -4.851 -1.845 0.100
H -2.918 -3.499 -1.565 0.087
```

---

Record 2
Formula: C51H69N8O
Source: OMol25
Level of theory: wB97M-V/def2-TZVPD

## Properties
Total charge: +1
2S+1: 1
Orbital gap, eV: 8.967
E, hartree: -2497.7088
LUMO energy, eV: -2.24
HOMO, eV: -11.21

XYZ file:
```
129
Properties=species:S:1:pos:R:3:lowdin_charge:R:1
O -1.908 0.932 5.305 -0.102
N -7.846 4.399 -2.629 0.054
N 2.491 -4.315 -1.247 0.048
N 5.265 -0.648 -1.335 0.060
N -1.279 0.158 2.999 -0.056
N 4.052 5.581 -0.786 0.055
N -0.511 -2.246 9.437 0.054
N -1.474 -5.055 -5.221 0.051
N -5.957 -0.718 -2.285 0.069
C 5.265 0.844 2.256 -0.189
C 0.564 -3.029 9.493 -0.150
C -7.046 -0.020 -1.972 -0.158
C 3.613 5.025 -3.481 -0.078
C 0.342 -5.371 -1.239 -0.073
C 2.537 -4.505 -2.561 -0.152
C -2.744 -4.662 -7.669 -0.074
C 3.097 2.119 2.841 -0.176
C -6.237 0.508 0.202 -0.075
C 1.750 1.801 -0.328 -0.183
C 2.973 6.088 -2.866 -0.071
C 6.132 0.223 -1.852 -0.154
C -0.893 -0.385 1.637 -0.106
C -1.696 -0.980 3.867 -0.062
C 4.864 -1.644 -2.131 -0.134
C 0.398 -5.551 -2.612 -0.078
C 1.707 1.964 2.245 -0.208
C 4.695 -1.545 3.056 -0.106
C 0.891 -0.498 8.585 -0.085
C -5.007 -0.807 -1.359 -0.157
C -8.478 5.128 -3.546 -0.153
C 1.999 -1.327 8.652 -0.081
C -5.097 -0.217 -0.108 -0.089
C -3.382 -4.338 -6.484 -0.069
C 1.524 -5.113 -3.290 -0.058
C -7.325 3.241 -3.029 -0.166
C -7.406 2.766 -4.329 -0.075
C -1.846 -0.473 5.315 -0.158
C 1.836 -2.621 9.117 -0.069
C 3.227 6.322 -1.523 -0.156
C -8.618 4.745 -4.872 -0.069
C -0.334 -1.005 8.991 -0.176
C -1.463 -5.186 -7.616 -0.066
C -2.364 1.175 2.979 -0.063
C 4.249 1.928 1.834 -0.192
C 4.659 4.564 -1.394 -0.168
C -8.068 3.537 -5.269 -0.077
C -0.878 -5.363 -6.373 -0.151
C 4.477 4.243 -2.731 -0.075
C -0.191 0.243 -0.712 -0.162
C 1.412 -4.751 -0.614 -0.173
C -2.930 1.305 4.407 -0.148
C -2.707 -4.552 -5.293 -0.149
C 1.514 2.699 0.909 -0.173
C 6.181 -0.868 -3.962 -0.075
C 6.617 0.162 -3.148 -0.074
C 5.290 -1.792 -3.444 -0.068
C -7.235 0.611 -0.750 -0.078
C 4.830 -0.593 1.858 -0.249
C -1.137 0.552 0.478 -0.160
C 0.485 1.535 -1.141 -0.195
H 1.618 -5.243 -4.359 0.091
H -2.646 -1.327 3.487 0.138
H 1.420 -4.598 0.457 0.095
H -4.129 -1.381 -1.642 0.102
H -3.779 0.635 4.528 0.130
H -0.512 -5.710 -0.665 0.099
H 3.447 -4.164 -3.042 0.084
H 1.405 0.923 2.148 0.079
H -0.935 1.573 0.767 0.087
H -2.767 -0.901 5.699 0.133
H 2.291 6.723 -3.415 0.102
H -3.251 2.313 4.606 0.138
H -7.802 0.033 -2.747 0.109
H -1.229 -0.391 8.960 0.102
H 0.474 3.012 0.863 0.085
H 3.919 1.637 0.851 0.075
H 2.975 -0.970 8.348 0.107
H 5.411 0.852 3.330 0.095
H 2.527 2.235 -0.943 0.099
H 2.749 7.145 -1.004 0.103
H 4.938 -2.620 -4.045 0.092
H -6.820 2.673 -2.260 0.078
H 5.471 -1.016 1.108 0.071
H 3.223 3.079 3.322 0.113
H -0.987 -1.789 3.795 0.141
H 2.673 -3.300 9.187 0.104
H 2.129 0.862 0.052 0.087
H 4.998 3.404 -3.170 0.096
H 5.323 3.978 -0.767 0.096
H 5.390 -1.286 3.844 0.064
H -8.890 6.066 -3.194 0.104
H -3.167 0.919 2.306 0.124
H -1.946 2.135 2.729 0.135
H -4.290 -0.327 0.605 0.067
H 4.801 2.859 1.763 0.104
H 0.390 -4.034 9.860 0.106
H 0.783 1.416 -2.176 0.111
H -8.155 3.203 -6.295 0.107
H 3.839 -0.543 1.421 0.080
H -3.238 -4.510 -8.620 0.108
H 4.892 -2.564 2.748 0.064
H 3.684 -1.534 3.451 0.055
H 6.195 1.079 1.755 0.098
H -6.960 1.816 -4.596 0.098
H -0.930 -5.453 -8.517 0.105
H 3.218 1.382 3.630 0.102
H -0.413 -6.029 -3.142 0.086
H -0.704 -0.257 -1.520 0.112
H -6.346 0.986 1.168 0.105
H -1.030 -0.815 5.933 0.123
H 2.079 3.619 0.873 0.111
H 6.444 1.019 -1.183 0.100
H 3.443 4.809 -4.528 0.107
H 0.122 -5.775 -6.288 0.097
H 0.171 -0.571 1.688 0.116
H -9.144 5.377 -5.573 0.103
H 4.182 -2.362 -1.685 0.079
H 0.595 -0.414 -0.361 0.101
H -3.172 -4.310 -4.343 0.102
H 7.315 0.904 -3.510 0.103
H -8.140 1.169 -0.553 0.113
H 6.536 -0.954 -4.980 0.108
H -1.358 -1.337 1.473 0.133
H -2.155 0.455 0.128 0.097
H 0.973 0.521 8.228 0.100
H 1.004 2.399 2.960 0.100
H -0.446 0.607 3.379 0.167
H -4.383 -3.929 -6.480 0.103
H -0.202 2.374 -1.109 0.115
```

---

Record 3
Formula: CF2N4
Source: OMol25
Level of theory: wB97M-V/def2-TZVPD

## Properties
2S+1: 1
Energy relative to the best compared isomer or geometry (same formula, charge and spin), kcal per mole: 19.3
Orbital gap, eV: 9.834
E, hartree: -456.6498
LUMO energy, eV: -0.33
HOMO, eV: -10.16

XYZ file:
```
7
Properties=species:S:1:pos:R:3:lowdin_charge:R:1
F 1.278 1.899 0.063 -0.054
F -2.965 0.490 0.524 0.190
N 2.069 -1.268 0.540 0.234
N -1.247 -0.693 -0.657 0.163
N 1.688 -0.270 0.194 -0.192
N 1.130 0.609 -0.394 -0.005
C -2.054 -0.120 -0.100 -0.336
```

---

Question: Look up the E of the first one.
Answer: -8183.7166 hartree

---

Question: What is the LUMO energy in the second record?
Answer: -2.24 eV

---

Copy entry 3 word for word.
Formula: CF2N4
Source: OMol25
Level of theory: wB97M-V/def2-TZVPD

## Properties
2S+1: 1
Energy relative to the best compared isomer or geometry (same formula, charge and spin), kcal per mole: 19.3
Orbital gap, eV: 9.834
E, hartree: -456.6498
LUMO energy, eV: -0.33
HOMO, eV: -10.16

XYZ file:
```
7
Properties=species:S:1:pos:R:3:lowdin_charge:R:1
F 1.278 1.899 0.063 -0.054
F -2.965 0.490 0.524 0.190
N 2.069 -1.268 0.540 0.234
N -1.247 -0.693 -0.657 0.163
N 1.688 -0.270 0.194 -0.192
N 1.130 0.609 -0.394 -0.005
C -2.054 -0.120 -0.100 -0.336
```